P | {
  "formula": "C6H13NO",
  "method": "ωB97M-V with the def2-TZVPD basis set",
  "symbols": ["C", "C", "C", "C", "C", "C", "N", "H", "H", "H", "H", "H", "H", "H", "H", "H", "H", "H", "H", "H", "O"],
  "xyz": [[-0.88, 1.39, -0.80], [-1.39, 0.61, 0.43], [-0.75, -0.74, 0.63], [-1.43, -1.79, 0.16], [1.56, -1.61, 0.86], [0.58, -0.73, 1.19], [-0.81, 0.57, -2.00], [-1.56, 2.22, -1.00], [0.08, 1.87, -0.56], [-2.50, 0.49, 0.33], [-1.35, 1.18, 1.36], [-2.47, -1.81, -0.13], [-1.11, -2.85, 0.13], [2.51, -1.91, 1.29], [1.37, -2.28, -0.01], [0.67, 0.03, 1.97], [-1.66, 0.04, -2.09], [0.00, -0.02, -2.11], [2.76, 1.26, 0.76], [2.22, 1.03, -0.67], [2.57, 1.70, -0.08]],
  "nbo_charge": [-0.22, -0.43, -0.10, -0.62, -0.67, -0.34, -0.87, 0.16, 0.20, 0.17, 0.19, 0.16, 0.17, 0.17, 0.16, 0.17, 0.35, 0.36, 0.48, 0.48, -0.97],
  "homo_lumo_gap_ev": [3.9488, 7.4893],
  "total_charge": -1,
  "spin_multiplicity": 2
}

---

Q | {
  "formula": "C6H13NO",
  "method": "ωB97M-V with the def2-TZVPD basis set",
  "symbols": ["C", "C", "C", "N", "C", "C", "C", "O", "H", "H", "H", "H", "H", "H", "H", "H", "H", "H", "H", "H", "H"],
  "xyz": [[0.21, 1.32, 1.06], [0.19, 2.83, 0.98], [-0.02, 0.66, -0.28], [-0.62, -0.68, -0.19], [0.27, -1.67, -0.81], [1.42, -2.02, 0.14], [-1.92, -0.70, -0.83], [0.58, 1.04, -1.33], [1.23, 1.00, 1.44], [-0.49, 0.90, 1.77], [-0.82, 3.19, 0.75], [0.84, 3.16, 0.17], [0.53, 3.30, 1.90], [-0.32, -2.56, -1.09], [0.67, -1.31, -1.76], [1.02, -2.16, 1.14], [2.15, -1.21, 0.08], [1.86, -2.97, -0.15], [-2.63, -0.07, -0.30], [-2.27, -1.75, -0.86], [-1.88, -0.31, -1.86]],
  "nbo_charge": [-0.52, -0.63, 0.37, -0.53, -0.22, -0.63, -0.41, -0.79, 0.13, 0.20, 0.18, 0.22, 0.17, 0.16, 0.19, 0.20, 0.21, 0.18, 0.19, 0.16, 0.16],
  "homo_lumo_gap_ev": [3.9591, 7.8858],
  "total_charge": -1,
  "spin_multiplicity": 2
}

---

R | {
  "formula": "C6H13NO",
  "method": "ωB97M-V with the def2-TZVPD basis set",
  "symbols": ["C", "C", "N", "C", "C", "C", "C", "H", "H", "H", "H", "H", "H", "H", "H", "H", "H", "H", "H", "H", "O"],
  "xyz": [[-1.09, -1.96, 1.12], [-1.45, -1.12, 0.16], [-0.74, -1.03, -1.03], [-0.81, 0.21, -1.91], [0.92, 2.44, 0.98], [0.49, 1.33, -0.01], [-0.42, 1.35, -0.99], [-0.30, -2.64, 1.13], [-1.62, -2.04, 1.97], [-2.28, -0.36, 0.29], [-0.51, -1.89, -1.40], [-0.15, 0.11, -2.75], [-1.81, 0.22, -2.36], [1.28, 1.86, 1.80], [1.80, 3.01, 0.49], [0.09, 2.99, 1.42], [1.05, 0.41, 0.17], [-0.94, 2.23, -1.27], [1.39, -1.70, 0.87], [2.77, -1.41, 0.38], [2.33, -2.02, 0.97]],
  "nbo_charge": [-0.57, 0.02, -0.69, -0.43, -0.70, -0.32, -0.29, 0.19, 0.18, 0.18, 0.37, 0.17, 0.17, 0.21, 0.22, 0.20, 0.17, 0.17, 0.46, 0.37, -1.08],
  "homo_lumo_gap_ev": [2.7559, 8.5423],
  "total_charge": -1,
  "spin_multiplicity": 2
}

---

It comes down to Q, which is 93.6 kJ/mol more stable than the next structure.